[1]
C19H24N2O4S | wB97M-V/def2-TZVPD

Computed properties:
- HOMO level: -8.84 eV
- Energy relative to the best compared isomer or geometry (same formula, charge and spin): 37.6 kcal/mol
- SMILES: CCCNS(=O)(=O)c1ccc(OCC(=O)N(C)Cc2ccccc2)cc1
- 2S+1: 1
- Calculated total energy: -1547.069770 a.u.

```
50
Properties=species:S:1:pos:R:3:mulliken_charge:R:1
C 4.97892 1.08098 3.59283 -1.191
C 3.87669 2.13385 3.61515 -0.556
C 2.68031 1.75004 2.74506 -0.425
N 1.94803 0.63746 3.30500 -0.277
S 0.39069 0.42292 2.76311 1.352
O -0.29115 1.67215 2.91934 -0.707
O -0.10941 -0.74087 3.43269 -0.716
C 0.56486 0.06627 1.02021 0.236
C 0.43311 1.07992 0.09466 -0.402
C 0.54921 0.80525 -1.25643 -0.486
C 0.81124 -0.49855 -1.67220 0.340
C 0.97592 -1.51046 -0.72107 -0.708
C 0.84596 -1.22731 0.62214 -0.799
H 0.92862 -1.99939 1.37064 0.505
H 1.19054 -2.51002 -1.06533 0.502
O 0.92145 -0.88697 -2.97154 -0.522
C 0.35874 -0.05021 -3.96469 -0.896
H 0.91727 0.88760 -4.06675 0.379
H 0.44700 -0.60533 -4.90288 0.446
C -1.10711 0.31246 -3.67811 0.865
O -1.46651 1.47458 -3.73240 -0.650
N -1.93447 -0.70081 -3.36336 0.161
C -1.58177 -2.09928 -3.35040 -1.006
H -1.32610 -2.43358 -2.34092 0.294
H -2.44153 -2.67434 -3.69990 0.390
H -0.74219 -2.29986 -4.00899 0.358
C -3.23773 -0.37956 -2.78875 -1.835
C -3.16443 -0.48183 -1.28546 0.805
C -2.78050 0.62186 -0.53414 -0.287
C -2.62523 0.51887 0.83724 -0.487
C -2.83664 -0.69465 1.47055 -0.462
C -3.22795 -1.79646 0.72964 -0.785
C -3.39601 -1.68996 -0.64047 -0.356
H -3.71571 -2.55155 -1.21051 0.404
H -3.40321 -2.74320 1.21915 0.408
H -2.68441 -0.77721 2.53511 0.404
H -2.32673 1.37696 1.41920 0.582
H -2.60233 1.56259 -1.03394 0.397
H -3.97898 -1.07130 -3.19768 0.582
H -3.48082 0.63993 -3.09302 0.492
H 0.41816 1.60282 -1.96884 0.475
H 0.21393 2.07714 0.44061 0.557
H 2.45326 -0.23368 3.33158 0.306
H 1.96325 2.57253 2.71183 0.403
H 3.01847 1.53731 1.71856 0.259
H 4.27363 3.08193 3.24804 0.343
H 3.52904 2.28118 4.63769 0.318
H 5.83617 1.42266 4.16753 0.365
H 5.30507 0.88976 2.57224 0.307
H 4.63140 0.14736 4.02802 0.321
```

=====

[2]
C7H12ClFN2 | wB97M-V/def2-TZVPD

Computed properties:
- HOMO level: -19.09 eV
- Energy relative to the best compared isomer or geometry (same formula, charge and spin): 67.0 kcal/mol
- SMILES: F[N@+]12C=C[N@+](CCl)(CC1)CC2
- 2S+1: 1
- Charge: +2
- Calculated total energy: -942.614555 a.u.

```
23
Properties=species:S:1:pos:R:3:mulliken_charge:R:1
C 0.11490 1.57946 0.00472 -0.112
C 1.38017 1.32919 -0.07610 -0.588
C -0.44115 -0.33266 -1.30737 -0.381
C -0.37042 -0.37972 1.14529 -0.461
C 0.91181 -1.07533 -1.20370 -0.572
C 1.14377 -0.67243 1.18343 -0.729
C -2.23672 0.70445 0.11354 -0.237
N -0.73579 0.35830 -0.08003 -0.244
N 1.68152 -0.46563 -0.15152 0.347
F 2.95053 -0.84234 -0.02604 -0.157
Cl -3.34168 -0.77608 -0.20805 -0.042
H -0.13694 2.64326 0.15661 0.493
H 2.26016 1.86745 -0.32839 0.539
H -0.62352 0.31955 -2.15061 0.465
H -1.19050 -1.21582 -1.29323 0.331
H -1.08893 -1.21144 1.20038 0.556
H -0.63791 0.30467 1.97096 0.445
H 0.73430 -2.08789 -0.81228 0.392
H 1.46563 -1.11118 -2.20822 0.371
H 1.60605 0.10549 1.91507 0.372
H 1.46052 -1.71076 1.54790 0.395
H -2.39813 1.12504 1.23721 0.383
H -2.50766 1.54442 -0.62960 0.432
```

=====

[3]
C28H26Br3N7O2SZr | wB97M-V/def2-TZVPD

Computed properties:
- HOMO level: -12.99 eV
- Energy relative to the best compared isomer or geometry (same formula, charge and spin): 5.1 kcal/mol
- 2S+1: 1
- Charge: +2
- Calculated total energy: -9783.420630 a.u.

```
68
Properties=species:S:1:pos:R:3:mulliken_charge:R:1
Zr -0.10707 -0.86078 -0.95379 -0.428
N -1.76660 -3.86649 2.11054 -0.425
C -1.15709 -3.00820 1.27698 0.664
S -2.10925 -2.33311 -0.01699 -0.491
N 0.08986 -2.72665 1.55749 -1.590
N 0.78081 -1.96624 0.68401 1.146
C 2.00602 -1.65602 1.01089 0.630
C 2.57642 -1.95245 2.33971 -0.410
C 1.93801 -1.42760 3.46469 -0.032
C 2.47586 -1.62925 4.72319 -0.844
C 3.63858 -2.37357 4.87211 -0.480
C 4.26012 -2.92258 3.76071 -0.825
C 3.73790 -2.70748 2.49505 -0.149
C 2.78874 -0.95404 -0.01378 0.684
C 4.12641 -0.59987 0.15173 -0.714
C 4.80290 -0.00878 -0.89956 -0.755
C 4.14265 0.19355 -2.10608 -1.048
C 2.81336 -0.15699 -2.19011 -0.260
N 2.13820 -0.68106 -1.16246 0.843
H -2.65388 -4.26071 1.85614 0.248
H -1.19497 -4.35785 2.77933 0.252
H 1.03075 -0.84976 3.34844 0.459
H 1.98202 -1.21237 5.59100 0.424
H 4.05970 -2.52651 5.85681 0.419
H 5.15280 -3.52183 3.87879 0.413
H 4.20275 -3.16115 1.62798 0.604
H 4.61742 -0.80194 1.09032 0.626
H 5.84136 0.27313 -0.78971 0.491
H 4.64936 0.61837 -2.96067 0.502
H 2.25966 -0.03937 -3.11431 0.533
Br 2.26052 5.25918 -3.20731 -0.065
C 1.48303 3.71278 -2.48622 -0.347
C 1.76006 3.31659 -1.18357 -0.846
C 1.19807 2.14121 -0.73305 -0.592
N 0.39175 1.38037 -1.47923 1.068
C 0.07525 1.79479 -2.71869 0.433
C 0.61941 2.94883 -3.25938 -0.965
C -0.89204 0.94472 -3.45092 0.873
C -1.58698 1.41169 -4.55178 -1.066
C -2.51115 0.57391 -5.16338 -0.181
Br -3.46475 1.16873 -6.66596 -0.078
C -2.72048 -0.69648 -4.64902 -0.965
C -1.98605 -1.08381 -3.54556 -0.352
N -1.08674 -0.29043 -2.95431 0.574
H 2.41266 3.89516 -0.54588 0.526
H 1.39801 1.78638 0.27109 0.651
H 0.39864 3.25190 -4.27250 0.567
H -1.43792 2.41357 -4.92642 0.507
H -3.43143 -1.36720 -5.10917 0.465
H -2.10943 -2.07497 -3.12995 0.487
Br 0.44675 -2.96501 -2.34328 -0.324
O -2.04880 0.50735 -0.59207 -0.770
C -1.68861 0.46594 0.61426 1.202
O -0.50475 0.22388 0.94630 -0.532
C -2.75759 0.74162 1.67002 -0.163
N -4.10260 0.59543 1.00993 0.164
C -4.93999 1.80667 1.33110 -0.578
C -4.20193 2.46982 2.48907 -0.633
C -2.73114 2.19390 2.16828 -0.802
H -2.66486 0.03454 2.49046 0.488
H -4.55453 -0.27848 1.27097 0.442
H -3.86867 0.53095 0.00347 0.158
H -5.95856 1.51381 1.56784 0.375
H -4.95097 2.45250 0.45561 0.295
H -4.47299 2.00203 3.43710 0.339
H -4.43448 3.52935 2.56264 0.405
H -2.08246 2.30634 3.03289 0.386
H -2.37702 2.86004 1.37817 0.371
```

=====

[4]
C18H19N3O2S | wB97M-V/def2-TZVPD

Computed properties:
- HOMO level: -8.15 eV
- Energy relative to the best compared isomer or geometry (same formula, charge and spin): 47.5 kcal/mol
- SMILES: CN(C(=O)c1cc2c(=O)n3ccccc3nc2s1)C1CCCCC1
- 2S+1: 1
- Calculated total energy: -1410.246890 a.u.

```
43
Properties=species:S:1:pos:R:3:mulliken_charge:R:1
O 2.88287 -1.76449 -2.71020 -0.673
O -0.71639 2.18966 1.01736 -0.645
N 1.05980 1.38197 -4.45597 -0.638
S -0.03972 2.04805 -1.95937 -0.239
C 2.31052 -0.82778 -3.26467 0.153
C -0.39774 1.05146 0.76054 0.670
C 1.86962 0.61587 -5.17787 0.688
C 0.89327 1.11117 -3.08567 0.586
C 2.10693 0.99388 -6.54907 -0.669
C 2.99246 0.23340 -7.32021 -0.149
C 1.11328 -0.07211 -1.03896 -1.450
C 3.62300 -0.95341 -6.74963 -0.588
C 0.20637 0.89226 -0.60342 0.271
C 1.47899 0.03590 -2.47064 0.628
C 3.31882 -1.31057 -5.44165 -0.229
N 2.49045 -0.54393 -4.61475 0.076
N -0.56749 0.06821 1.76932 0.222
C -0.51859 -1.33575 1.43970 -1.287
C -2.94356 0.05983 5.48471 -0.660
C -1.39793 0.21620 5.54381 -0.699
C -3.47979 0.67365 4.21323 -0.759
C -0.72002 -0.30707 4.30441 -0.536
C -2.74570 0.20616 2.94282 -0.564
C -1.22832 0.43310 3.06453 -0.481
H 1.56475 1.83264 -7.04024 0.388
H 3.11061 0.51147 -8.35930 0.392
H 1.42516 -0.88903 -0.43979 0.621
H 4.31126 -1.58083 -7.34684 0.352
H 3.81517 -2.20094 -5.02426 0.368
H -0.89627 -1.52033 0.42793 0.472
H -1.13242 -1.93625 2.12812 0.455
H 0.51908 -1.69525 1.49856 0.280
H -3.39923 0.46665 6.35654 0.355
H -3.16275 -1.00296 5.44768 0.322
H -1.09773 1.27390 5.69569 0.357
H -1.06236 -0.31404 6.44879 0.347
H -3.49406 1.75218 4.30380 0.345
H -4.52631 0.37954 4.11849 0.359
H -0.85437 -1.39205 4.22739 0.263
H 0.36116 -0.14105 4.38136 0.300
H -3.14530 0.68779 2.05338 0.379
H -2.89699 -0.83621 2.73699 0.318
H -1.03049 1.50911 3.28736 0.301
```

=====

[5]
C4H10N3 | wB97M-V/def2-TZVPD

Computed properties:
- HOMO level: -12.51 eV
- Energy relative to the best compared isomer or geometry (same formula, charge and spin): 78.3 kcal/mol
- 2S+1: 1
- Charge: +1
- Calculated total energy: -322.335765 a.u.

```
17
Properties=species:S:1:pos:R:3:mulliken_charge:R:1
C 2.01528 0.18807 0.46706 -0.181
C -1.79972 0.75513 0.44783 -0.332
C -1.76978 -0.72310 0.37064 -0.515
C -0.04719 0.14488 -0.84107 -0.458
N 3.14266 -0.25152 -0.03475 -0.284
N -0.76528 1.21799 -0.51733 -0.102
N -0.56376 -0.99295 -0.37634 -0.136
H 2.07091 0.28074 1.61740 0.182
H -2.74874 1.14310 0.11101 0.298
H -1.65000 1.29324 1.48175 0.259
H -1.78001 -1.38671 1.22736 0.328
H -2.55596 -1.23812 -0.18594 0.303
H 0.53295 0.19437 -1.65750 0.635
H 3.16044 -0.53368 -1.04178 0.253
H -0.62008 2.14590 -0.89188 0.219
H 3.93225 -0.39799 0.65969 0.281
H -0.55396 -1.83934 -0.83617 0.249
```

=====

no.,HOMO-LUMO gap (eV)
1,9.40
2,10.78
3,6.84
4,7.62
5,9.80